The following is a quantum chemistry calculation of 40 unconnected molecules or ions with the total composition H80O40, from OMol25.

Results
Total energy, eV: -83191.64387
HOMO energy, eV: -10.371
Strongest force on any atom, Eh/bohr: 0.15661

Geometry as XYZ:
```
120
H80O40 (wB97M-V/def2-TZVPD)
H -1.68 4.97 4.00
H -1.38 4.11 2.89
O -1.85 4.09 3.65
H -4.25 -0.88 1.75
H -5.03 0.34 1.34
O -5.07 -0.53 1.54
H 1.45 -2.20 -0.07
H 0.10 -2.68 -0.06
O 0.63 -2.14 -0.60
H 1.52 -3.89 -3.20
H 0.12 -3.82 -2.22
O 0.94 -4.36 -2.59
H -1.60 -1.12 -4.67
H -1.22 -1.96 -3.53
O -1.00 -1.92 -4.38
H -1.52 2.39 5.10
O -1.15 1.71 4.57
H 0.12 2.78 -0.25
O 0.07 3.75 -0.05
H 0.38 5.39 1.15
H 1.14 4.85 2.35
O 0.82 5.53 1.88
H -2.59 -2.80 5.56
H -1.16 -2.47 4.95
O -1.98 -2.95 4.88
H 6.22 0.64 -1.06
H 6.40 2.11 -0.69
O 5.83 1.49 -1.17
H 0.74 6.13 -2.12
H 0.79 5.29 -3.44
O 0.76 5.27 -2.46
H 0.25 1.49 2.56
O 0.02 0.93 1.83
H -3.14 1.54 -4.81
H -2.88 0.04 -5.45
O -2.51 0.78 -4.97
H -4.65 1.15 4.97
H -5.68 0.37 4.13
O -5.00 0.92 4.11
H -3.48 3.62 0.55
H -3.62 4.99 0.13
O -3.18 4.16 -0.13
H 1.51 1.97 -2.65
H 2.94 2.63 -2.57
O 2.28 2.11 -2.12
H 4.09 2.18 3.87
H 5.39 2.56 2.94
O 4.95 1.87 3.61
H 0.23 -5.84 3.19
H 1.50 -4.85 3.34
O 0.77 -5.36 3.78
H -1.77 0.28 5.71
O -2.70 0.10 6.01
H -6.25 -0.55 -0.28
H -5.60 0.68 -0.58
O -6.44 0.28 -0.60
H 4.78 1.00 1.58
O 4.57 1.84 1.07
H 2.08 3.76 0.66
H 3.17 2.70 0.97
O 2.34 3.22 1.34
H 1.64 -4.19 0.64
H 0.61 -4.67 1.68
O 0.79 -4.12 0.93
H 1.79 0.53 -4.28
H 0.67 1.19 -5.39
O 1.51 1.14 -5.03
H -5.80 -3.41 0.30
H -4.75 -4.12 1.02
O -4.86 -3.53 0.32
H 0.19 3.34 -4.67
H 1.38 3.86 -5.57
O 0.58 4.22 -4.99
H -2.28 1.84 -0.61
H -1.54 2.20 0.62
O -2.20 1.70 0.30
H 4.54 -3.46 3.10
H 5.44 -2.42 2.35
O 5.26 -3.33 2.57
H -0.48 -0.50 2.37
H -1.03 -2.06 2.82
O -1.08 -1.12 3.06
H 3.43 0.29 1.12
H 1.93 0.21 1.53
O 2.68 -0.31 1.43
H 5.03 -2.77 0.45
H 4.01 -1.75 0.89
O 4.93 -1.77 0.45
H 1.97 -4.01 -1.22
O 2.82 -3.83 -0.60
H 2.87 -0.42 -6.32
H 3.02 -1.00 -4.97
O 3.12 -1.27 -5.91
H -2.75 -0.53 5.09
H -1.98 1.28 4.29
H 4.80 1.55 0.09
H -0.18 4.18 -0.90
H -0.06 1.18 0.93
H 2.72 -2.98 -0.20
O 3.42 -0.46 -3.33
H 2.98 0.27 -2.84
H 3.86 -0.97 -2.54
O -5.34 -2.15 -2.38
H -5.92 -1.79 -1.79
H -4.72 -2.56 -1.81
O 0.36 0.80 -0.77
H 0.94 1.28 -1.27
H 0.24 -0.13 -0.89
O -2.35 -2.26 0.05
H -2.23 -2.70 0.87
H -3.13 -2.42 -0.40
O -0.16 1.51 -3.36
H -1.04 0.93 -3.41
H -0.67 2.41 -3.31
O -2.11 0.06 -2.35
H -1.26 0.22 -2.02
H -2.53 0.97 -2.33
O -0.33 -6.50 0.46
H 0.00 -5.63 0.58
H -0.54 -6.80 -0.44
```

=====

The following is a quantum chemistry calculation of 40 unconnected molecules or ions with the total composition H80O40, from OMol25.

Results
Total energy, eV: -83197.46703
HOMO energy, eV: -10.372
Strongest force on any atom, Eh/bohr: 0.07711

Geometry as XYZ:
```
120
H80O40 (wB97M-V/def2-TZVPD)
H -1.64 -2.60 4.65
H -2.56 -1.73 3.98
O -2.39 -2.71 4.08
H 4.99 1.10 4.14
H 4.11 2.46 4.83
O 4.69 1.72 4.78
H -0.85 -2.02 -0.22
H 0.42 -2.23 -1.16
O -0.52 -1.99 -1.17
H -1.13 0.71 4.00
H -1.53 1.79 3.04
O -0.77 1.37 3.44
H -0.96 4.40 2.10
H 0.10 3.31 2.06
O -0.02 4.26 2.20
H 2.54 0.44 -0.31
O 2.56 -0.51 -0.13
H 0.16 -0.92 5.05
O -0.03 -1.48 5.81
H 2.90 -0.34 -1.93
H 1.75 -0.04 -2.95
O 2.42 0.41 -2.36
H 0.43 1.49 6.23
H 1.72 1.29 5.47
O 1.35 1.09 6.34
H -1.15 -2.81 -3.35
H -0.96 -1.83 -4.55
O -0.50 -2.54 -4.04
H -3.66 -0.58 -4.85
H -2.69 -0.75 -5.88
O -3.32 -1.31 -5.36
H -2.01 5.45 -3.77
O -2.40 4.76 -4.27
H 4.74 -3.73 2.19
H 5.17 -3.20 0.72
O 5.19 -3.00 1.71
H -2.62 -2.78 1.90
H -1.27 -1.88 1.87
O -1.94 -2.37 1.35
H 1.27 -0.76 1.95
H 0.79 -2.12 1.22
O 0.55 -1.32 1.78
H 1.60 -2.17 -4.19
H 2.91 -1.58 -5.02
O 2.57 -1.97 -4.21
H -2.38 1.90 -2.34
H -3.34 1.74 -1.23
O -2.47 2.13 -1.40
H -3.80 0.54 4.97
H -2.80 -0.24 5.94
O -2.96 0.51 5.38
H -4.87 -0.87 2.60
O -4.20 -0.49 1.96
H 3.10 4.02 1.26
H 4.15 3.29 0.65
O 4.01 3.73 1.48
H 4.42 1.50 0.72
O 4.99 0.99 0.13
H 4.89 1.35 -4.05
H 3.70 1.57 -2.96
O 4.02 1.70 -3.92
H 3.04 -3.88 -2.54
H 3.59 -5.24 -2.03
O 3.86 -4.42 -2.46
H -0.37 -4.58 -2.43
H 0.90 -5.46 -2.33
O 0.56 -4.61 -2.06
H -4.88 3.95 1.88
H -5.08 2.63 2.30
O -5.58 3.31 1.77
H 0.62 0.48 -3.57
H 0.95 0.98 -4.91
O 0.34 0.33 -4.56
H -3.80 -1.37 -1.42
H -2.97 -0.13 -0.83
O -3.88 -0.59 -0.80
H 2.16 -3.27 -0.45
H 1.39 -4.56 -0.17
O 1.53 -3.69 0.20
H 1.86 4.06 -4.30
H 0.84 4.60 -3.23
O 1.28 4.76 -4.06
H -4.83 0.97 0.10
H -5.19 2.52 0.32
O -4.80 1.87 -0.33
H 2.05 2.18 -1.36
H 0.70 2.37 -0.53
O 1.59 2.69 -0.71
H 4.48 -1.65 -2.77
O 5.01 -2.03 -2.06
H -3.04 -3.12 -1.49
H -4.18 -3.35 -2.53
O -3.53 -2.68 -2.26
H -3.97 -1.09 1.23
H 3.49 -0.64 0.05
H 5.89 1.34 0.25
H 0.36 -0.82 6.46
H -1.96 3.94 -4.32
H 5.70 -2.45 -2.58
O 1.01 -3.33 3.43
H 1.00 -2.49 3.98
H 0.55 -2.89 2.67
O -2.49 2.62 1.50
H -3.37 2.22 1.58
H -2.44 2.61 0.53
O -0.31 0.61 -0.60
H -0.61 0.70 0.31
H -0.36 -0.31 -0.88
O -1.74 -5.05 0.43
H -2.01 -4.72 1.29
H -1.70 -6.03 0.50
O -2.02 5.09 -0.32
H -1.92 5.85 -0.88
H -2.12 4.35 -0.91
O 2.58 1.02 3.06
H 2.97 1.67 3.60
H 2.38 1.42 2.22
O -3.98 1.56 -3.46
H -4.60 1.08 -2.73
H -4.45 2.16 -4.03
```

=====

The following is a quantum chemistry calculation of 40 unconnected molecules or ions with the total composition H80O40, from OMol25.

Results
Total energy, eV: -83199.13420
HOMO energy, eV: -10.134
Strongest force on any atom, Eh/bohr: 0.06446

Geometry as XYZ:
```
120
H80O40 (wB97M-V/def2-TZVPD)
H -6.48 0.05 -1.04
H -5.44 -0.61 -1.80
O -5.71 -0.51 -0.87
H 4.06 -3.75 -0.61
H 3.61 -5.24 -1.00
O 3.61 -4.30 -1.25
H -0.45 4.70 2.55
H -0.79 5.23 3.77
O -0.92 5.51 2.84
H 0.76 -2.01 -3.16
H 2.12 -2.14 -2.11
O 1.70 -1.95 -2.97
H -2.29 -0.42 4.86
H -3.31 -1.19 4.51
O -2.36 -1.36 4.64
H -5.00 -2.30 3.47
O -4.40 -1.89 2.81
H 1.86 3.43 0.46
O 2.10 3.13 -0.43
H 0.06 2.44 -2.33
H -1.28 2.01 -1.73
O -0.63 2.71 -1.71
H 3.50 0.72 5.39
H 2.73 1.73 6.23
O 3.12 0.86 6.27
H -1.37 -3.40 -1.23
H -0.82 -2.52 -2.45
O -1.41 -2.56 -1.70
H -3.99 1.30 -2.14
H -3.63 2.49 -3.05
O -3.46 1.55 -2.90
H -5.25 0.95 0.85
O -5.14 1.91 0.93
H 5.32 0.86 4.50
H 4.78 0.47 3.15
O 4.55 1.02 3.95
H -1.15 -0.16 3.79
H -0.17 0.34 2.70
O -0.42 0.44 3.62
H 0.35 0.12 -2.09
H -0.52 0.15 -0.97
O 0.41 0.31 -1.12
H 2.65 -1.56 4.16
H 2.90 -0.92 2.86
O 3.32 -1.52 3.47
H 5.13 2.41 0.56
H 4.71 1.53 -0.59
O 5.05 1.48 0.32
H -2.84 -1.30 -3.43
H -4.12 -1.35 -4.34
O -3.41 -1.92 -3.92
H -5.20 1.45 3.92
O -4.99 0.51 3.86
H 1.69 1.71 -4.02
H 0.95 2.95 -4.05
O 0.78 2.01 -4.19
H 5.05 0.11 1.25
O 5.28 -0.56 1.91
H 3.43 0.60 -1.82
H 2.64 1.77 -1.22
O 3.39 1.56 -1.82
H 1.05 -4.90 2.41
H 0.53 -5.99 1.61
O 1.01 -5.87 2.43
H -2.36 -5.41 -1.30
H -0.73 -5.66 -1.17
O -1.57 -5.44 -0.74
H 0.17 -2.64 -4.97
H -1.37 -2.56 -4.64
O -0.51 -2.83 -4.33
H 2.11 -2.56 1.00
H 1.14 -3.45 0.05
O 1.22 -2.76 0.71
H -0.05 -0.58 -5.69
H 1.00 0.01 -4.66
O 0.79 -0.72 -5.27
H -2.26 1.88 0.86
H -1.97 3.25 0.45
O -2.60 2.78 1.06
H -2.84 -0.60 0.60
H -2.51 -1.38 -0.66
O -2.42 -0.49 -0.27
H -2.09 -3.50 1.14
H -1.99 -4.41 2.39
O -2.32 -3.56 2.07
H 0.09 2.70 2.84
H -0.36 2.11 1.57
O -0.18 2.97 1.93
H 3.49 3.60 -4.65
O 2.88 3.33 -3.94
H 0.48 4.83 -2.26
H -0.23 4.88 -0.90
O 0.61 5.11 -1.35
H -5.55 0.24 3.12
H -3.63 -2.50 2.68
H 4.53 -1.18 1.77
H 1.96 4.04 -0.77
H -4.20 1.90 1.27
H 3.39 2.95 -3.24
O -3.56 5.42 -0.25
H -3.90 5.48 0.65
H -4.11 4.81 -0.75
O 0.85 -4.75 -1.93
H 1.63 -4.88 -1.37
H 1.16 -4.09 -2.55
O -6.33 -2.53 1.01
H -6.19 -2.85 0.12
H -5.44 -2.67 1.37
O 2.73 -0.07 1.09
H 3.24 0.75 1.02
H 1.89 -0.11 0.61
O 3.91 -0.69 -3.51
H 2.95 -1.03 -3.46
H 4.17 -1.14 -4.32
O 1.72 5.66 2.93
H 0.79 5.90 2.70
H 2.22 5.42 2.16
O 4.17 -1.47 -0.58
H 4.18 -0.53 -0.14
H 4.53 -1.30 -1.47
```

=====

The following is a quantum chemistry calculation of 40 unconnected molecules or ions with the total composition H80O40, from OMol25.

Results
Total energy, eV: -83188.12960
HOMO energy, eV: -9.839
Strongest force on any atom, Eh/bohr: 0.20797

Geometry as XYZ:
```
120
H80O40 (wB97M-V/def2-TZVPD)
H -5.98 -0.47 -0.57
H -5.98 -0.32 -2.16
O -6.26 -0.79 -1.42
H 2.85 -1.29 -5.81
H 3.60 0.02 -5.52
O 2.89 -0.43 -5.34
H -1.81 -0.02 -0.52
H -3.24 -0.70 -0.23
O -2.36 -0.82 -0.82
H -2.65 0.58 4.25
H -3.80 -0.22 4.55
O -3.52 0.43 3.94
H 4.79 -2.51 2.28
H 5.35 -2.76 0.69
O 4.83 -2.31 1.37
H 0.19 2.37 5.59
O -0.58 2.15 5.06
H 1.52 -1.83 5.37
O 1.68 -1.23 4.60
H -0.30 2.21 -1.66
H -1.00 0.98 -1.96
O -1.07 1.74 -1.49
H 3.07 0.38 -2.52
H 2.44 0.50 -3.86
O 2.38 0.82 -3.01
H 3.94 3.72 3.08
H 2.45 3.99 3.90
O 3.30 4.34 3.59
H -0.51 -0.27 -3.82
H -0.15 0.93 -2.95
O 0.05 -0.03 -3.07
H 3.73 0.34 -0.34
O 4.30 0.80 -1.14
H 2.06 -0.14 0.82
H 2.99 -0.59 2.09
O 2.57 0.17 1.59
H 0.23 -2.39 -3.13
H -1.19 -2.66 -2.54
O -0.69 -2.54 -3.33
H -5.64 1.47 -0.46
H -4.73 0.22 0.00
O -4.84 0.88 -0.76
H -2.36 5.06 -1.91
H -2.52 5.72 -0.63
O -1.84 5.75 -1.40
H -3.42 2.23 -1.10
H -2.77 3.17 -1.98
O -3.27 3.15 -1.27
H 3.21 1.27 3.85
H 1.59 1.64 3.74
O 2.31 1.26 4.38
H -1.86 -2.71 0.83
O -1.78 -2.56 1.66
H -3.70 -2.98 -1.37
H -3.32 -3.75 -2.68
O -3.82 -3.79 -1.91
H 3.44 3.24 -2.18
O 3.26 4.08 -1.93
H -3.43 0.57 1.97
H -4.51 -0.59 1.97
O -3.84 -0.17 1.34
H 1.30 5.52 2.17
H 1.33 5.09 0.52
O 1.59 4.83 1.57
H -0.14 4.35 -2.18
H 1.01 3.53 -2.68
O 0.18 3.45 -2.62
H 3.13 -2.41 3.83
H 3.92 -3.34 4.51
O 4.00 -2.40 4.15
H -2.60 -5.48 -1.13
H -2.06 -4.29 -0.02
O -2.07 -5.32 -0.27
H -1.21 0.84 0.18
H -0.95 2.19 0.86
O -0.98 1.25 1.10
H -2.11 -2.00 -4.69
H -2.88 -1.40 -6.14
O -2.30 -1.34 -5.44
H -0.42 -6.16 2.31
H -1.81 -5.37 2.07
O -1.29 -5.78 2.65
H 3.24 -2.91 -2.56
H 3.00 -4.33 -1.51
O 3.51 -3.78 -2.18
H -3.31 2.19 -4.42
H -2.00 2.84 -3.88
O -2.92 2.99 -4.16
H 0.69 -4.15 2.78
O 0.52 -4.43 3.66
H 2.15 -0.16 -1.56
H 1.36 -0.87 -0.41
O 2.13 -0.88 -0.99
H -2.60 -2.07 1.82
H -1.00 3.09 5.13
H 3.93 4.50 -1.41
H 2.19 -0.44 4.97
H 4.46 -0.01 -1.55
H -0.34 -4.40 3.68
O 5.78 -2.75 -1.39
H 5.16 -2.03 -1.33
H 5.13 -3.50 -1.62
O -1.82 1.39 -5.88
H -2.42 0.79 -5.56
H -1.12 0.90 -6.34
O 1.43 2.00 0.08
H 1.53 2.62 0.78
H 2.41 2.09 -0.41
O 0.35 -1.12 1.58
H 0.38 -0.16 1.92
H -0.16 -1.63 2.23
O 0.31 -4.41 -0.75
H 0.25 -3.48 -0.43
H -0.27 -4.87 -0.21
O -0.30 -0.37 5.72
H -0.35 0.56 5.75
H -0.31 -0.68 4.87
O -0.72 5.30 2.63
H -1.02 6.21 2.62
H -1.17 4.95 1.84
```

=====

What are the energy above the lowest of the compared OMol25 structures with the same formula, charge and spin values for these records? In order: 14.172, 8.348, 6.681, 17.686 eV.
What are the HOMO-LUMO gap values for these records? In order: 9.614, 9.925, 9.539, 9.249 eV.
What are the LUMO values for these records? In order: -0.758, -0.447, -0.594, -0.590 eV.